# C15H13N3O2ReS2

A molecular structure, C15H13N3O2ReS2 (wB97M-V/def2-TZVPD, the Open Molecules 2025 dataset).

Structure (XYZ):
```
36
Properties=species:S:1:pos:R:3
Re -0.74 0.93 -0.24
O -2.09 4.74 -0.12
C -1.64 3.82 0.46
O -1.17 2.73 -0.33
C -1.51 3.65 1.92
C -1.97 4.71 2.68
C -1.92 4.69 4.07
C -1.38 3.59 4.72
C -0.91 2.52 3.99
C -0.97 2.53 2.59
S -0.23 1.10 1.90
H -2.38 5.57 2.16
H -2.30 5.52 4.63
H -1.34 3.57 5.80
H -0.47 1.67 4.49
N -1.89 -2.46 -1.87
C -2.45 -1.29 -2.11
N -2.88 -0.98 -3.31
S -2.72 -0.16 -0.78
H -1.81 -3.18 -2.58
H -1.70 -2.73 -0.92
H -2.90 -1.64 -4.08
H -3.31 -0.08 -3.47
N 0.56 -0.59 -0.62
C 1.37 -1.37 -0.90
C 2.38 -2.31 -1.25
C 2.62 -3.41 -0.41
C 3.60 -4.31 -0.77
C 4.33 -4.11 -1.93
C 4.10 -3.01 -2.76
C 3.12 -2.10 -2.42
H 2.05 -3.54 0.50
H 3.80 -5.16 -0.14
H 5.10 -4.82 -2.21
H 4.68 -2.87 -3.65
H 2.93 -1.23 -3.04
```

**ΔE to the lowest compared entry with this formula, charge and spin**: 31.3 kJ/mol
**Orbital gap (alpha / beta)**: 6.29 / 6.38 eV
**Total charge**: +2
**Spin multiplicity**: 2
**Expectation value of S²**: 1.052
**E**: -48116.545 eV
**HOMO (alpha / beta)**: -0.548 / -0.541 hartree

For each atom in turn, the natural (NBO) charge in e is: number 1, Re, carries 1.11; number 2, O, carries -0.43; number 3, C, carries 0.77; number 4, O, carries -0.69; number 5, C, carries -0.14; number 6, C, carries -0.13; number 7, C, carries -0.15; number 8, C, carries -0.15; number 9, C, carries -0.18; number 10, C, carries -0.22; number 11, S, carries 0.30; number 12, H, carries 0.26; number 13, H, carries 0.25; number 14, H, carries 0.25; number 15, H, carries 0.24; number 16, N, carries -0.73; number 17, C, carries 0.38; number 18, N, carries -0.71; number 19, S, carries -0.02; number 20, H, carries 0.43; number 21, H, carries 0.44; number 22, H, carries 0.43; number 23, H, carries 0.45; number 24, N, carries -0.55; number 25, C, carries 0.59; number 26, C, carries -0.25; number 27, C, carries -0.14; number 28, C, carries -0.20; number 29, C, carries -0.11; number 30, C, carries -0.20; number 31, C, carries -0.13; number 32, H, carries 0.24; number 33, H, carries 0.25; number 34, H, carries 0.25; number 35, H, carries 0.25; number 36, H, carries 0.24